[1]
This record from OMol25 describes a cluster of 2 separate species, C23H28N2O5 in total at a distorted geometry. The level of theory is the ωB97M-V functional and the def2-TZVPD basis.

Values from the calculation:
**Lowest unoccupied orbital energy**: -0.375 eV
**E_tot**: -1378.96911 hartree
**Kohn-Sham gap**: 0.3022 hartree
**SMILES string**: CNC(=O)[C@H](Cc1ccccc1)NC(C)=O.O=C(O)C(=O)CCCc1ccccc1
**Relative energy (zero: lowest compared OMol25 entry of this formula, charge and spin)**: 180.5 kJ/mol

```
! wB97M-V def2-TZVPD RIJCOSX def2/J DEFGRID3
* xyz 0 1
C 4.72289 -3.48868 3.62547
N 4.26383 -2.87781 2.37771
C 3.09561 -2.95020 1.71976
O 3.05808 -2.38932 0.63297
C 1.84394 -3.72464 2.22539
C 0.60708 -2.81849 2.38612
C 0.14079 -2.13636 1.11323
C -0.36005 -2.90720 0.04612
C -0.75244 -2.28468 -1.15211
C -0.65224 -0.88921 -1.28424
C -0.16558 -0.11542 -0.21661
C 0.23057 -0.73742 0.98042
N 1.99722 -4.48984 3.47063
C 1.46427 -5.69393 3.67816
C 1.69643 -6.31104 5.03714
O 0.81895 -6.30114 2.83605
H 5.77864 -3.25350 3.77330
H 4.62385 -4.57478 3.57270
H 4.16096 -3.09529 4.47363
H 4.94773 -2.33496 1.87118
H 1.61597 -4.43353 1.42806
H -0.22505 -3.42118 2.75376
H 0.82119 -2.06327 3.14374
H -0.42878 -3.98170 0.14051
H -1.12059 -2.87980 -1.97548
H -0.93878 -0.41343 -2.21105
H -0.07841 0.95515 -0.32511
H 0.62538 -0.14025 1.78834
H 2.49853 -4.05826 4.22656
H 1.24056 -7.30064 5.05290
H 2.76501 -6.40121 5.21945
H 1.23428 -5.68791 5.79975
O -2.56696 8.96732 -2.35924
C -2.10340 7.92468 -1.91532
O -0.79360 7.81795 -1.55155
C -2.97751 6.71392 -1.77405
O -4.20389 6.77345 -1.88739
C -2.32406 5.34908 -1.49068
C -3.29960 4.15742 -1.54645
C -2.57884 2.81855 -1.33214
C -1.85374 2.35526 -2.57553
C -0.49465 2.64540 -2.77310
C 0.17106 2.19129 -3.91765
C -0.51486 1.43515 -4.87313
C -1.86865 1.14093 -4.68655
C -2.53381 1.60145 -3.54472
H -0.40783 8.69193 -1.72920
H -1.53551 5.19995 -2.23253
H -1.85333 5.38734 -0.50449
H -3.82262 4.14071 -2.50904
H -4.05628 4.28078 -0.76402
H -1.87924 2.90069 -0.49446
H -3.31968 2.06142 -1.05544
H 0.05193 3.22078 -2.03224
H 1.22289 2.42106 -4.06077
H 0.00290 1.07914 -5.75918
H -2.40522 0.55813 -5.42973
H -3.58533 1.36612 -3.40987
*
```


[2]
This record from OMol25 describes an isolated molecule of C2H2INP2 at a distorted geometry. The level of theory is the ωB97M-V functional and the def2-TZVPD basis.

Values from the calculation:
**Lowest unoccupied orbital energy (alpha / beta)**: -2.599 / -2.600 eV
**E_tot**: -1112.43819 hartree
**Kohn-Sham gap (alpha / beta)**: 0.2211 / 0.2211 hartree
**SMILES string**: N#CC=P#[PH]I
**Relative energy (zero: lowest compared OMol25 entry of this formula, charge and spin)**: 220.8 kJ/mol

```
! wB97M-V def2-TZVPD RIJCOSX def2/J DEFGRID3
* xyz 0 1
N 2.80569 2.14931 -0.32649
C 2.07997 1.24636 -0.08421
C 1.24392 0.25177 0.24607
P -0.82215 0.79552 -0.15838
P -1.65223 -1.15206 0.37945
I -3.99398 -0.53865 -0.16815
H 1.63938 -0.67980 0.67304
H -1.30062 -2.07246 -0.56134
*
```


> Among the records above, which one has the lowest relative energy (zero: lowest compared OMol25 entry of this formula, charge and spin)?

C23H28N2O5


> The highest relative energy (zero: lowest compared OMol25 entry of this formula, charge and spin) belongs to which entry?

C2H2INP2


> What is the E_tot in the second record?

-1112.43819 hartree


> Which of these has the highest E_tot?

C2H2INP2